{
  "formula": "C60H56F5N4O3P3SiTeTi",
  "method": "the ωB97M-V functional and the def2-TZVPD basis",
  "species": ["Ti", "C", "C", "C", "C", "C", "C", "P", "C", "C", "C", "C", "C", "C", "C", "C", "C", "C", "C", "C", "Si", "C", "C", "C", "C", "C", "C", "P", "C", "C", "C", "C", "C", "C", "C", "C", "C", "C", "C", "C", "C", "C", "C", "C", "C", "C", "P", "C", "C", "C", "C", "C", "C", "C", "C", "C", "C", "C", "C", "H", "H", "H", "H", "H", "H", "H", "H", "H", "H", "H", "H", "H", "H", "H", "H", "H", "H", "H", "H", "H", "H", "H", "H", "H", "H", "H", "H", "H", "H", "H", "H", "H", "H", "H", "H", "H", "H", "H", "H", "H", "H", "N", "C", "C", "C", "C", "N", "C", "N", "N", "C", "O", "O", "H", "H", "H", "H", "H", "H", "H", "H", "H", "H", "H", "H", "H", "H", "F", "Te", "F", "F", "F", "F", "O"],
  "coordinates": [[0.32425, -1.44874, -0.12152], [-1.33127, -3.96707, 5.21845], [-0.60131, -2.87928, 5.67550], [-0.18376, -1.89531, 4.79377], [-0.49329, -1.99365, 3.43673], [-1.16458, -3.12463, 2.98152], [-1.59765, -4.09898, 3.86448], [-0.09506, -0.65075, 2.25685], [1.33757, 0.05441, 3.14896], [1.26802, 1.19173, 3.94229], [2.34949, 1.54463, 4.73931], [3.51581, 0.79914, 4.71753], [3.59978, -0.32843, 3.91190], [2.51138, -0.70983, 3.14563], [-1.50610, 0.51448, 2.47173], [-1.93777, 0.76464, 3.77687], [-3.02310, 1.58487, 4.03116], [-3.71155, 2.15662, 2.97267], [-3.29831, 1.90818, 1.67681], [-2.20038, 1.09044, 1.38890], [-1.74553, 1.07165, -0.45359], [-1.45806, 2.89004, -0.91606], [-2.59981, 3.63258, -1.25298], [-2.53671, 4.96098, -1.62503], [-1.31175, 5.59792, -1.68378], [-0.17523, 4.91626, -1.29808], [-0.22751, 3.58643, -0.87783], [1.32290, 2.89657, -0.16243], [2.49283, 3.46275, -1.48034], [3.22035, 4.65117, -1.49034], [4.02840, 4.97136, -2.57220], [4.11210, 4.11985, -3.66343], [3.38142, 2.94122, -3.66995], [2.58379, 2.61094, -2.58442], [1.54733, 4.17197, 1.13999], [0.46167, 4.81024, 1.73784], [0.66843, 5.79347, 2.69496], [1.95735, 6.15132, 3.06308], [3.04045, 5.48154, 2.51275], [2.83433, 4.47759, 1.58006], [-3.11219, 0.22324, -1.50334], [-3.91248, 0.93166, -2.40189], [-5.02847, 0.35351, -2.98450], [-5.37655, -0.95353, -2.68149], [-4.56884, -1.71024, -1.84439], [-3.43905, -1.14746, -1.26497], [-2.33414, -2.25030, -0.24987], [-3.61229, -2.88479, 0.89595], [-4.10674, -1.98624, 1.84223], [-5.11663, -2.37412, 2.70449], [-5.63471, -3.66080, 2.63319], [-5.13782, -4.55631, 1.69897], [-4.12585, -4.17501, 0.82831], [-2.04437, -3.70907, -1.33915], [-1.34729, -4.75660, -0.73501], [-0.87310, -5.81387, -1.49239], [-1.05139, -5.81685, -2.86939], [-1.74020, -4.78379, -3.48019], [-2.24172, -3.73136, -2.72277], [-1.67565, -4.71900, 5.91550], [-0.35652, -2.79253, 6.72565], [0.39560, -1.06024, 5.16594], [-1.32992, -3.25028, 1.92351], [-2.14303, -4.95891, 3.49703], [0.36717, 1.78939, 3.96438], [2.27032, 2.40572, 5.38657], [4.35408, 1.08220, 5.34019], [4.49583, -0.93556, 3.91012], [2.55282, -1.64843, 2.61027], [-1.42639, 0.29947, 4.60777], [-3.33124, 1.76991, 5.05142], [-4.56547, 2.79519, 3.15671], [-3.84163, 2.36172, 0.85452], [-3.57559, 3.16410, -1.21922], [-3.44153, 5.49691, -1.87938], [-1.24550, 6.63104, -1.99778], [0.77238, 5.43723, -1.29336], [3.15095, 5.34381, -0.66469], [4.58651, 5.89847, -2.56512], [4.72971, 4.38575, -4.51109], [3.42201, 2.28354, -4.52952], [1.97816, 1.70787, -2.61722], [-0.55002, 4.54849, 1.45125], [-0.17999, 6.29639, 3.14093], [2.11684, 6.94509, 3.78096], [4.04884, 5.73891, 2.81150], [3.68510, 3.94073, 1.17452], [-3.64827, 1.94473, -2.66842], [-5.62660, 0.92590, -3.68019], [-6.26371, -1.39705, -3.11289], [-4.82204, -2.74311, -1.63873], [-3.70390, -0.98165, 1.90062], [-5.49891, -1.67363, 3.43503], [-6.42654, -3.96415, 3.30471], [-5.53662, -5.56046, 1.64374], [-3.74618, -4.88138, 0.10200], [-1.14375, -4.72980, 0.33093], [-0.34515, -6.62482, -1.00882], [-0.65315, -6.62811, -3.46340], [-1.89768, -4.78870, -4.55016], [-2.88352, -3.00649, -3.21371], [2.26914, -0.65103, -0.16477], [3.02624, -1.87806, -0.48036], [4.52910, -1.70166, -0.49480], [4.91902, -0.94828, -1.76977], [4.50784, -1.71902, -3.04120], [3.24329, -1.25096, -3.60910], [3.02789, -0.56569, -4.72239], [4.02530, -0.18282, -5.52766], [1.77736, -0.22884, -5.02042], [2.49141, -2.96078, 0.50718], [3.14830, -3.89282, 0.86567], [1.24009, -2.69688, 0.84797], [2.35863, 0.05359, -0.89471], [2.62100, -0.24914, 0.70494], [2.70534, -2.24170, -1.45743], [4.99970, -2.68578, -0.46179], [4.86719, -1.15700, 0.39122], [5.99786, -0.79106, -1.76903], [4.45317, 0.04163, -1.78550], [4.38700, -2.77789, -2.80365], [5.29731, -1.65694, -3.78699], [2.39601, -1.46531, -3.08958], [4.97533, -0.45401, -5.35534], [3.82258, 0.25489, -6.40893], [0.99613, -0.52463, -4.43895], [1.55268, 0.23437, -5.88358], [-0.80060, 0.81542, -3.27223], [-1.06393, -0.98545, -2.68218], [-0.10174, -1.62546, -4.28435], [-2.35543, -0.80843, -4.13713], [0.48257, -2.61949, -1.50405], [1.02962, -0.50536, -2.51675], [-0.44829, 0.06996, -0.58791]],
  "forces_ev_per_a": [[0.561, -0.591, 0.678], [-0.001, -0.014, -0.006], [-0.023, 0.043, 0.046], [0.013, 0.007, -0.038], [0.008, -0.165, -0.257], [0.116, 0.078, 0.081], [-0.046, -0.050, -0.018], [-0.604, 0.105, 1.431], [0.191, -0.009, -0.473], [-0.057, 0.057, -0.129], [-0.006, 0.102, -0.023], [0.046, 0.008, 0.027], [-0.007, -0.050, -0.007], [-0.054, 0.059, 0.077], [0.059, -0.057, -0.270], [-0.005, -0.043, -0.027], [0.031, -0.034, -0.005], [-0.094, 0.052, 0.016], [-0.021, -0.098, -0.123], [0.226, -0.079, -0.211], [-0.560, 1.728, 1.064], [0.230, -0.188, 0.020], [-0.073, -0.198, 0.035], [-0.175, 0.072, -0.048], [0.083, 0.140, -0.018], [-0.122, -0.091, 0.007], [-0.381, -0.340, -0.242], [0.049, 0.267, -0.093], [-0.028, -0.272, 0.058], [-0.025, -0.082, -0.059], [0.010, 0.011, -0.026], [0.020, 0.032, -0.018], [-0.050, -0.037, -0.013], [-0.040, 0.013, 0.070], [0.093, -0.266, 0.097], [0.042, -0.033, 0.036], [-0.015, 0.009, 0.032], [-0.021, 0.020, 0.024], [0.066, -0.055, 0.106], [0.002, -0.066, 0.070], [0.186, -0.257, 0.596], [0.007, 0.044, -0.071], [-0.062, -0.012, 0.023], [0.048, 0.035, -0.002], [0.009, -0.005, 0.120], [0.133, 0.435, 0.260], [-1.520, -1.206, -0.132], [0.180, 0.236, 0.306], [0.016, -0.010, 0.009], [-0.012, 0.030, 0.023], [0.017, -0.026, 0.000], [-0.026, -0.032, 0.038], [0.109, 0.012, -0.066], [0.207, 0.188, -0.012], [0.052, 0.073, -0.026], [-0.003, 0.020, 0.080], [0.031, -0.035, -0.048], [0.033, 0.019, -0.054], [-0.388, -0.203, 0.253], [0.026, -0.021, -0.003], [-0.005, -0.001, 0.003], [-0.019, -0.005, 0.037], [-0.039, -0.053, 0.057], [0.021, -0.009, -0.017], [0.042, 0.068, -0.020], [0.016, 0.092, -0.006], [-0.014, 0.011, -0.001], [-0.002, 0.010, 0.003], [-0.005, -0.043, 0.006], [-0.018, -0.003, 0.034], [-0.006, -0.005, 0.004], [-0.004, -0.005, 0.002], [-0.052, 0.041, 0.092], [0.021, 0.119, 0.041], [-0.022, -0.020, 0.005], [0.004, 0.005, -0.009], [-0.001, 0.006, 0.002], [0.020, 0.021, 0.027], [-0.007, 0.003, -0.005], [0.022, -0.014, 0.009], [0.003, 0.022, 0.027], [0.039, -0.033, -0.027], [0.004, 0.068, -0.020], [-0.004, -0.010, -0.003], [-0.001, -0.016, 0.006], [-0.018, -0.006, 0.008], [0.007, 0.066, -0.013], [-0.006, -0.118, -0.083], [-0.013, 0.007, 0.005], [0.011, -0.009, -0.037], [-0.008, -0.004, -0.005], [-0.041, 0.014, 0.028], [-0.003, 0.008, -0.004], [0.004, -0.004, 0.009], [-0.012, 0.003, -0.012], [-0.073, 0.000, 0.038], [0.003, -0.075, -0.016], [0.012, 0.004, -0.002], [-0.029, -0.019, -0.003], [-0.017, -0.006, -0.005], [0.136, 0.111, -0.032], [0.259, 0.033, -0.183], [0.258, -0.742, 0.780], [-0.092, 0.229, -0.189], [0.243, -0.146, 0.036], [0.031, 0.329, -0.061], [0.286, -0.523, 0.170], [-0.506, 0.273, -0.193], [0.215, -0.037, -0.047], [0.793, 0.518, -0.481], [1.203, 0.006, -0.534], [-0.303, 0.086, 0.033], [0.520, -0.988, 1.371], [-0.159, 0.098, -0.002], [-0.123, 0.082, 0.054], [-0.081, 0.017, 0.219], [-0.043, -0.001, -0.028], [-0.057, -0.032, 0.026], [-0.008, 0.032, -0.039], [0.098, 0.043, -0.070], [0.080, -0.031, -0.120], [-0.045, -0.038, -0.050], [0.111, 0.243, -0.264], [-0.002, -0.018, -0.014], [0.002, -0.006, 0.008], [0.590, 0.083, -0.387], [0.172, 0.019, -0.048], [-0.347, -0.455, 0.707], [1.328, 1.668, -6.463], [-1.227, -0.778, 1.121], [0.016, -0.576, 1.087], [-0.325, -0.523, -0.225], [-0.714, -0.189, 0.915], [-0.593, 1.839, -0.414]],
  "lowdin_charge": [0.829, -0.051, -0.049, -0.079, -0.320, -0.105, -0.050, 1.124, -0.353, -0.078, -0.049, -0.052, -0.049, -0.105, -0.323, -0.086, -0.038, -0.042, -0.083, -0.220, 0.525, -0.206, -0.118, -0.052, -0.042, -0.078, -0.358, 1.121, -0.365, -0.095, -0.059, -0.071, -0.083, -0.115, -0.388, -0.093, -0.068, -0.073, -0.073, -0.129, -0.325, -0.073, -0.018, -0.008, -0.066, -0.417, 1.068, -0.364, -0.080, -0.049, -0.052, -0.053, -0.075, -0.410, -0.112, -0.036, -0.042, -0.041, -0.155, 0.115, 0.116, 0.107, 0.033, 0.113, 0.102, 0.116, 0.116, 0.117, 0.097, 0.101, 0.119, 0.119, 0.100, 0.082, 0.117, 0.118, 0.107, 0.098, 0.114, 0.109, 0.080, 0.073, 0.104, 0.109, 0.110, 0.111, 0.108, 0.103, 0.127, 0.127, 0.125, 0.089, 0.114, 0.116, 0.116, 0.104, 0.110, 0.121, 0.118, 0.124, 0.084, 0.047, -0.274, -0.122, -0.144, -0.125, 0.093, -0.433, 0.210, 0.206, -0.530, 0.169, -0.196, 0.076, 0.104, 0.117, 0.134, 0.132, 0.121, 0.109, 0.137, 0.115, 0.100, 0.112, 0.129, 0.026, 0.139, -0.375, 2.080, -0.420, -0.413, -0.395, -0.492, -0.616],
  "lumo_ha": -0.2221,
  "total_charge": 2,
  "total_energy_ha": -5694.934307,
  "multiplicity": 1,
  "homo_lumo_gap_ev": 6.30,
  "homo_energy_ev": -12.3
}